No. 1
Below is 2 unconnected molecules or ions with the total composition C4H13NOS, with properties calculated with ωB97M-V/def2-TZVPD.

Computed properties:
structure (SMILES) = CCNCCS.O
relative energy (zero: lowest compared OMol25 entry of this formula, charge and spin) = 45.6 kcal/mol
charge = 0
lowest unoccupied orbital energy = 0.84 eV
spin multiplicity = 1
E = -18730.0331 eV

Each line ends with the natural charge from an NBO analysis.
Cartesian coordinates (Å):
C: -0.8929 1.2384 0.9280  -0.212
N: 0.3398 0.7371 0.2382  -0.676
C: 1.0553 -0.3929 0.9450  -0.228
C: 0.5415 -1.7408 0.5876  -0.564
S: 1.7073 -2.5137 -0.4949  -0.030
C: -2.0917 1.2216 -0.0418  -0.635
H: -0.8602 2.3182 1.3076  0.184
H: -1.0628 0.6511 1.8570  0.183
H: 0.0290 0.6200 -0.7597  0.369
H: 2.1089 -0.4069 0.6776  0.200
H: 1.0517 -0.1050 1.9521  0.212
H: -0.3170 -1.6618 -0.0011  0.219
H: 0.2169 -2.3923 1.3624  0.217
H: 0.7572 -3.3859 -1.1685  0.136
H: -2.2953 0.2412 -0.4971  0.204
H: -1.9460 1.9432 -0.9185  0.211
H: -3.0201 1.5221 0.3965  0.219
H: 1.2804 0.4823 -1.3974  0.472
H: 1.9700 1.1914 -2.6105  0.472
O: 1.4280 0.4328 -2.3626  -0.950

---

No. 2
Below is C4H6F2 in the gas phase, with properties calculated with ωB97M-V/def2-TZVPD.

Computed properties:
structure (SMILES) = C=C(CF)CF
relative energy (zero: lowest compared OMol25 entry of this formula, charge and spin) = 12.8 kcal/mol
charge = 0
lowest unoccupied orbital energy = 1.03 eV
spin multiplicity = 1
E = -9679.2064 eV

Each line ends with the natural charge from an NBO analysis.
Cartesian coordinates (Å):
C: -0.6949 -0.8295 0.9753  0.027
C: 0.1953 -0.0591 0.0436  -0.081
C: 1.5302 -0.1276 0.0171  -0.361
C: -0.5276 0.8893 -0.8836  0.025
H: -0.1355 -1.5989 1.5029  0.174
H: -1.1262 -0.1794 1.7008  0.169
H: 2.1111 -0.7154 0.7191  0.199
H: 2.0994 0.4153 -0.7341  0.221
H: -1.2587 1.5391 -0.4024  0.176
H: -0.9780 0.3810 -1.7272  0.187
F: -1.6679 -1.4382 0.2010  -0.364
F: 0.4528 1.7235 -1.4124  -0.371

---

No. 3
Below is C3H2N2O2 in the gas phase, with properties calculated with ωB97M-V/def2-TZVPD.

Computed properties:
relative energy (zero: lowest compared OMol25 entry of this formula, charge and spin) = 57.8 kcal/mol
charge = 0
lowest unoccupied orbital energy (spin up / spin down) = 0.60 / -3.29 eV
spin multiplicity = 3
E = -10212.1971 eV

Each line ends with the Löwdin spin population.
Cartesian coordinates (Å):
C: 0.5095 -0.6082 -0.0282  0.372
C: 1.0195 0.6565 0.0617  0.017
C: -0.9123 -0.9255 0.0218  0.095
N: 0.2434 1.7110 -0.0057  0.354
N: -1.7736 0.1713 0.0687  0.560
O: -1.2322 -2.0790 -0.0404  0.333
O: -1.1140 1.4155 -0.0546  0.259
H: 1.2737 -1.3444 -0.1532  0.018
H: 1.9860 1.0027 0.1301  -0.008

---

No. 4
Below is a molecular structure, C23H32N6O4SSb2V, with properties calculated with ωB97M-V/def2-TZVPD.

Computed properties:
relative energy (zero: lowest compared OMol25 entry of this formula, charge and spin) = 0.0 kcal/mol
charge = 0
lowest unoccupied orbital energy (spin up / spin down) = -0.05 / -0.06 eV
spin multiplicity = 2
E = -91098.3216 eV

Each line ends with the Löwdin spin population.
Cartesian coordinates (Å):
V: -0.2826 1.2170 0.8120  1.000
N: -1.0207 2.6805 2.2703  0.009
N: -2.3903 2.3698 2.4240  0.000
C: -3.0292 1.9198 1.2225  0.001
O: -4.2448 1.9021 1.2323  0.001
O: -2.2114 1.6013 0.2757  0.006
H: -0.5508 2.5731 3.1635  0.001
H: -0.8769 3.6350 1.9472  0.004
H: -2.9508 3.0634 2.8981  0.000
C: 2.1147 -0.3624 -1.9092  -0.002
Sb: 0.7790 1.3003 -1.8190  0.000
C: 2.2751 2.8038 -2.1515  0.003
C: 0.1090 1.1649 -3.8667  -0.002
C: -1.0792 2.0237 -4.1778  0.000
C: -0.9131 3.4069 -4.2424  0.000
C: -1.9761 4.2569 -4.4951  0.000
C: -3.2406 3.7201 -4.6889  0.000
C: -3.4169 2.3478 -4.6363  0.000
C: -2.3550 1.4756 -4.3861  0.000
C: -2.6179 0.0047 -4.3039  0.000
Sb: -2.6856 -0.6612 -2.2252  -0.001
C: -4.4840 0.4137 -1.8406  0.000
C: -3.6509 -2.5229 -2.7182  0.000
H: 2.6952 -0.3290 -2.8307  0.000
H: 1.5420 -1.2875 -1.8652  0.000
H: 2.7803 -0.3333 -1.0478  0.000
H: 2.7492 2.6398 -3.1186  0.000
H: 3.0328 2.7348 -1.3711  0.000
H: 1.8350 3.8004 -2.1306  0.000
H: -0.0816 0.1090 -4.0403  0.000
H: 0.9766 1.4496 -4.4655  0.000
H: 0.0806 3.8206 -4.0964  0.000
H: -1.8193 5.3269 -4.5417  0.000
H: -4.0862 4.3668 -4.8840  0.000
H: -4.4047 1.9294 -4.7913  0.000
H: -1.8673 -0.5861 -4.8302  0.000
H: -3.5925 -0.2323 -4.7321  0.000
H: -5.2478 0.1128 -2.5592  0.000
H: -4.2778 1.4784 -1.9310  0.000
H: -4.8141 0.2395 -0.8192  0.000
H: -4.4902 -2.3384 -3.3887  0.000
H: -4.0193 -2.9926 -1.8065  0.000
H: -2.9462 -3.2029 -3.1962  0.000
N: 1.6731 1.2953 7.9317  0.000
C: 1.4144 0.8437 6.6540  0.000
C: 0.1867 1.1107 6.0398  0.000
C: -0.0900 0.6122 4.7797  0.000
C: 0.8623 -0.1492 4.1135  0.000
C: 2.0789 -0.4434 4.7218  0.000
C: 2.3542 0.0558 5.9773  0.000
S: 0.4960 -0.8114 2.5302  0.001
O: -0.8692 -0.3318 2.2083  0.016
O: 0.6863 -2.2258 2.5457  0.000
N: 1.3801 -0.0760 1.4238  -0.004
C: 2.2047 0.9976 1.6567  -0.005
N: 3.4130 0.9097 2.1832  0.001
C: 4.1092 2.0463 2.2660  -0.017
C: 3.6215 3.2612 1.8193  0.000
C: 2.3406 3.2659 1.2926  -0.014
N: 1.6240 2.1474 1.2195  0.004
H: 1.1114 2.0537 8.2772  0.000
H: 2.6330 1.3196 8.2283  0.000
H: -0.5622 1.6897 6.5673  0.000
H: -1.0564 0.7863 4.3192  0.000
H: 2.8044 -1.0594 4.2087  0.000
H: 3.2996 -0.1741 6.4542  0.000
H: 5.0982 1.9693 2.7032  -0.001
H: 4.2092 4.1647 1.8789  0.000
H: 1.8742 4.1720 0.9226  0.000

---

No. 5
Below is C3H5NO3 in the gas phase, with properties calculated with ωB97M-V/def2-TZVPD.

Computed properties:
structure (SMILES) = O=CCC(=O)NO
relative energy (zero: lowest compared OMol25 entry of this formula, charge and spin) = 106.3 kcal/mol
charge = 0
lowest unoccupied orbital energy = 0.03 eV
spin multiplicity = 1
E = -10821.0793 eV

Each line ends with the natural charge from an NBO analysis.
Cartesian coordinates (Å):
C: 0.4971 -0.3715 -0.8140  0.630
C: -0.6983 -0.7618 0.1397  -0.617
C: -1.4359 0.1696 1.1816  0.440
H: 2.5634 0.5573 -1.3228  0.496
H: 0.3682 1.3187 0.2558  0.426
H: -1.3696 -1.2927 -0.4881  0.252
H: -0.4531 -1.6087 0.8806  0.251
H: -2.4872 -0.2109 1.5434  0.157
N: 1.0103 0.5431 -0.1635  -0.308
O: 2.1448 1.2007 -0.6858  -0.563
O: 1.1198 -0.9185 -1.7083  -0.639
O: -1.2596 1.3745 1.1813  -0.525

---

No. 6
Below is C19H17FN4O3S2 in the gas phase, with properties calculated with ωB97M-V/def2-TZVPD.

Computed properties:
structure (SMILES) = O=C(CN1C(=O)[C@H]2CC=CC[C@H]2C1=O)Nc1nnc(SCc2ccc(F)cc2)s1
relative energy (zero: lowest compared OMol25 entry of this formula, charge and spin) = 0.0 kcal/mol
charge = 0
lowest unoccupied orbital energy = 0.50 eV
spin multiplicity = 1
E = -56470.5913 eV

Each line ends with the natural charge from an NBO analysis.
Cartesian coordinates (Å):
O: -0.5133 -1.3994 -0.6329  -0.581
C: 0.2278 -1.1691 0.2959  0.675
N: 0.0597 -0.1044 1.1250  -0.632
C: -0.9572 0.7921 0.9382  0.191
N: -1.1518 1.8284 1.6802  -0.286
N: -2.2034 2.5459 1.3181  -0.275
C: -2.8293 2.0747 0.2933  -0.180
S: -4.2061 2.8720 -0.3763  0.315
C: -4.8288 1.6007 -1.5511  -0.534
C: -5.2851 0.3573 -0.8554  -0.080
C: -6.2113 0.4373 0.1793  -0.173
C: -6.6314 -0.7011 0.8395  -0.279
C: -6.1122 -1.9236 0.4507  0.404
C: -5.1930 -2.0334 -0.5757  -0.280
C: -4.7812 -0.8839 -1.2257  -0.182
H: -4.0587 -0.9573 -2.0244  0.220
H: -4.8043 -3.0006 -0.8511  0.233
F: -6.5145 -3.0393 1.0933  -0.324
H: -7.3461 -0.6520 1.6455  0.232
H: -6.5945 1.4028 0.4745  0.223
H: -4.0412 1.3946 -2.2754  0.230
H: -5.6583 2.1033 -2.0506  0.245
S: -2.1150 0.5924 -0.3584  0.393
H: 0.7112 0.0728 1.8925  0.460
C: 1.4232 -2.0506 0.6564  -0.321
N: 2.6874 -1.3568 0.5182  -0.468
C: 3.5846 -1.6523 -0.5034  0.715
O: 3.3912 -2.4824 -1.3454  -0.551
C: 4.7848 -0.7472 -0.3331  -0.311
H: 5.6805 -1.3660 -0.2352  0.246
C: 4.5100 0.0473 0.9479  -0.298
C: 3.1517 -0.4212 1.4109  0.725
O: 2.5308 -0.0455 2.3777  -0.603
H: 5.2470 -0.1802 1.7225  0.247
C: 4.4956 1.5762 0.7349  -0.440
C: 5.6460 1.9743 -0.1368  -0.183
C: 5.8660 1.2903 -1.2485  -0.184
C: 4.9571 0.1471 -1.5786  -0.436
H: 5.3354 -0.4511 -2.4057  0.238
H: 3.9770 0.5393 -1.8703  0.218
H: 6.6725 1.5220 -1.9245  0.215
H: 6.2578 2.8085 0.1645  0.216
H: 4.5206 2.0789 1.7001  0.239
H: 3.5595 1.8548 0.2391  0.219
H: 1.3142 -2.3940 1.6901  0.235
H: 1.4451 -2.9016 -0.0297  0.269